69
Properties=species:S:1:pos:R:3:forces:R:3:mulliken_charge:R:1 method="wB97M-V/def2-TZVPD" orbital_gap_ha=0.247 molar_mass_da=441.60 homo_energy_ev=-4.4477 charge=-1 e_lumo_ev=2.26
C -0.921 0.639 5.819 0.1 0.2 -0.4 -0.809
C -0.493 0.740 4.514 -0.6 -0.5 1.1 -0.121
C -0.017 -0.498 3.819 -1.8 0.8 -1.9 -1.183
C -0.352 -0.593 2.305 0.7 -1.3 1.3 1.000
N -1.809 -0.549 2.030 -1.3 1.2 1.6 -0.271
C -2.285 0.784 1.828 -0.2 0.0 -1.1 -0.110
C -3.251 1.175 0.911 -0.1 0.0 0.7 -0.707
O 0.376 0.435 1.682 -0.4 -0.5 -0.3 -0.524
C 0.492 0.311 0.269 0.5 1.0 -0.5 -1.118
C 1.940 0.023 -0.182 -0.7 -0.1 -0.8 0.469
C 2.254 0.841 -1.467 -0.3 0.1 0.4 -1.405
C 2.211 -1.475 -0.474 1.4 0.6 -0.6 0.794
C 3.643 -1.573 -1.103 -0.5 0.0 0.4 -1.637
C 1.217 -2.113 -1.467 0.5 -0.8 0.5 -1.499
C 0.147 -2.055 1.880 -0.2 -0.6 -0.5 0.195
O -0.490 -2.614 0.959 0.3 0.4 0.4 -0.704
O 1.122 -2.507 2.528 -0.2 0.5 -0.2 -0.794
H -0.375 1.092 6.646 -1.2 1.5 -0.1 0.127
H -1.803 0.044 6.046 1.1 -1.5 0.4 0.281
H -0.553 1.712 4.029 2.0 0.2 0.1 0.368
H 1.071 -0.453 3.855 0.0 -0.2 0.3 0.364
H -0.359 -1.413 4.300 0.1 0.1 0.3 0.531
H -2.274 -0.908 2.868 0.1 -0.8 -0.3 0.414
H -1.841 1.598 2.407 1.6 0.0 -1.4 0.284
H -4.319 1.011 1.029 0.2 -1.8 -1.0 0.264
H -2.922 1.718 0.025 -0.3 1.8 1.0 0.204
H 0.251 1.300 -0.139 -0.2 0.0 0.2 0.282
H -0.232 -0.369 -0.177 0.0 -0.3 0.4 0.486
H 2.606 0.396 0.599 -0.1 -0.2 0.2 0.454
H 2.086 0.250 -2.366 0.1 0.0 -0.1 0.184
H 3.281 1.203 -1.435 0.1 -0.1 -0.3 0.330
H 1.621 1.728 -1.556 0.0 0.0 0.1 0.447
H 2.296 -2.019 0.464 -0.6 0.0 0.1 0.310
H 3.596 -1.440 -2.184 0.1 0.0 0.0 0.334
H 4.290 -0.788 -0.708 0.2 -0.2 0.1 0.342
H 4.064 -2.556 -0.888 0.1 0.0 -0.1 0.429
H 1.763 -2.462 -2.348 -0.1 0.3 -0.2 0.511
H 0.399 -1.462 -1.765 -0.1 -0.1 0.0 0.247
H 0.827 -3.017 -1.005 -0.5 0.2 0.0 0.229
N 0.492 3.470 8.755 0.0 0.0 0.1 0.023
C 0.801 2.533 9.702 0.1 0.0 -0.1 -0.424
C 0.328 2.979 10.907 0.0 0.0 0.0 -0.411
C -0.297 4.234 10.677 0.0 0.0 0.0 -0.372
C -0.181 4.506 9.340 0.0 0.0 -0.1 -0.512
H 0.722 3.404 7.781 -0.1 0.0 0.0 0.200
H 1.330 1.633 9.437 0.0 0.0 0.0 0.366
H 0.418 2.463 11.848 0.0 0.0 0.0 0.391
H -0.777 4.862 11.408 0.0 0.0 0.0 0.380
H -0.517 5.346 8.756 0.0 0.0 0.0 0.364
N 1.741 -0.911 -6.646 -0.1 0.1 0.0 0.059
C 1.542 0.412 -6.934 0.0 0.0 0.0 -0.809
C 0.551 0.878 -6.111 0.0 0.0 0.0 -0.305
C 0.139 -0.206 -5.289 0.0 0.0 0.1 -0.330
C 0.894 -1.295 -5.642 0.0 -0.1 0.0 -0.712
H 2.407 -1.508 -7.099 0.0 0.0 0.0 0.179
H 2.119 0.906 -7.697 0.0 0.0 0.0 0.413
H 0.165 1.883 -6.097 0.0 0.0 0.0 0.423
H -0.622 -0.188 -4.527 0.1 0.0 0.0 0.543
H 0.901 -2.305 -5.267 0.0 0.0 0.1 0.485
N -2.033 -1.667 -7.251 0.0 0.0 -0.1 0.100
C -2.032 -1.806 -8.610 0.0 0.0 0.0 -0.225
C -3.307 -2.119 -9.005 0.0 0.0 0.0 -0.672
C -4.110 -2.164 -7.835 0.0 0.0 0.0 -0.480
C -3.293 -1.878 -6.771 0.1 0.0 0.0 -0.503
H -1.225 -1.440 -6.688 -0.1 0.1 -0.1 0.367
H -1.126 -1.672 -9.177 0.0 0.0 0.0 0.358
H -3.628 -2.294 -10.019 0.0 0.0 0.0 0.375
H -5.164 -2.381 -7.780 0.0 0.0 0.0 0.388
H -3.501 -1.809 -5.717 0.0 0.0 0.0 0.347



74
Properties=species:S:1:pos:R:3:forces:R:3:mulliken_charge:R:1 method="wB97M-V/def2-TZVPD" smiles="CCCCN(C(=O)c1cccc(S(=O)(=O)N2C[C@H](C)O[C@@H](C)C2)c1)c1c(N)n(CCCC)c(=O)[nH]c1=O" relative_energy_kj_mol=3.62 orbital_gap_ha=0.331 molar_mass_da=535.67 homo_energy_ev=-8.5986 e_lumo_ev=0.41
C 5.467 1.447 -2.022 -0.1 0.1 0.2 -1.446
C 5.185 1.334 -0.529 0.2 -0.3 -0.2 0.011
C 5.499 -0.064 0.004 -0.2 0.3 0.3 -0.516
C 5.019 -0.252 1.442 0.5 0.0 -0.2 -1.145
N 3.570 -0.366 1.506 0.1 -0.5 -0.3 0.497
C 2.833 0.601 2.105 -0.4 0.0 0.1 0.224
O 3.287 1.651 2.507 0.0 0.2 0.1 -0.652
C 1.364 0.273 2.139 -0.3 0.2 0.1 0.444
C 0.853 -0.706 2.984 -0.1 0.1 0.0 -0.237
C -0.491 -1.038 2.933 0.0 0.0 0.0 -1.211
C -1.331 -0.414 2.021 -0.1 -0.1 0.1 -0.709
C -0.820 0.583 1.214 -0.4 0.3 -0.3 0.030
S -1.802 1.314 -0.090 0.2 -0.6 0.4 1.260
O -1.717 0.407 -1.206 -0.3 0.0 -0.1 -0.623
O -1.346 2.659 -0.306 0.0 0.0 0.3 -0.709
N -3.335 1.235 0.546 1.1 0.0 -0.5 0.268
C -3.653 2.326 1.446 -0.1 0.6 0.1 -1.190
C -4.250 3.515 0.682 0.2 0.1 0.3 0.678
C -4.755 4.592 1.630 0.1 -0.3 -0.4 -1.630
O -5.359 3.082 -0.093 -0.1 0.1 0.2 -0.424
C -5.060 2.059 -1.027 0.0 -0.3 -0.3 0.249
C -4.186 2.541 -2.187 -0.2 0.0 0.4 -1.186
C -4.436 0.849 -0.312 -0.4 -0.1 -0.5 -0.563
C 0.511 0.943 1.272 0.2 0.1 0.2 -0.523
C 2.995 -1.601 1.098 0.1 0.1 -0.1 -0.250
C 2.229 -1.700 -0.043 0.6 0.0 0.3 0.018
N 2.066 -0.646 -0.889 0.0 -0.1 0.0 -0.205
N 1.665 -2.897 -0.400 -0.1 0.1 -0.1 0.403
C 0.907 -3.048 -1.635 -0.4 -0.2 -0.2 -2.072
C -0.567 -2.679 -1.473 0.2 -0.1 -0.3 1.012
C -1.337 -2.933 -2.768 -0.1 0.1 0.3 -0.685
C -2.775 -2.446 -2.649 0.2 -0.1 -0.1 -0.985
C 1.796 -4.040 0.378 0.1 0.1 0.1 0.398
O 1.271 -5.087 0.084 -0.2 -0.3 -0.1 -0.659
N 2.572 -3.895 1.493 0.2 -0.3 0.3 -0.007
C 3.210 -2.742 1.948 -0.3 0.0 -0.5 0.271
O 3.847 -2.764 2.981 0.1 0.1 0.2 -0.688
H 6.515 1.237 -2.227 0.1 0.0 -0.1 0.353
H 4.861 0.739 -2.582 0.0 -0.1 -0.1 0.308
H 5.243 2.449 -2.378 0.0 0.1 -0.1 0.394
H 4.138 1.578 -0.337 0.0 0.1 0.1 -0.015
H 5.786 2.065 0.015 -0.1 0.1 0.1 0.415
H 5.027 -0.818 -0.632 0.0 -0.1 -0.1 0.169
H 6.577 -0.229 -0.030 0.0 -0.1 -0.1 0.538
H 5.295 0.609 2.053 0.0 -0.1 0.0 0.593
H 5.451 -1.155 1.880 -0.1 0.1 0.0 0.386
H 1.513 -1.208 3.675 0.1 -0.1 0.1 0.592
H -0.881 -1.800 3.589 0.0 -0.1 0.1 0.442
H -2.371 -0.684 1.934 -0.1 -0.1 0.1 0.581
H -2.732 2.619 1.949 -0.1 0.1 0.2 0.422
H -4.374 1.957 2.184 0.1 0.0 0.0 0.489
H -3.470 3.928 0.028 -0.1 -0.1 0.1 0.263
H -5.185 5.408 1.056 0.0 0.1 0.0 0.392
H -3.937 4.971 2.235 0.1 0.1 0.1 0.382
H -5.526 4.184 2.277 -0.1 0.0 0.1 0.367
H -6.044 1.770 -1.416 0.2 -0.1 0.0 0.421
H -4.198 1.800 -2.981 0.0 -0.1 -0.1 0.410
H -3.156 2.689 -1.874 0.0 0.1 -0.1 0.212
H -4.578 3.480 -2.572 0.0 0.1 -0.1 0.393
H -4.046 0.134 -1.035 -0.2 -0.1 0.0 0.112
H -5.187 0.361 0.319 0.1 0.0 0.0 0.352
H 0.863 1.742 0.638 0.2 0.1 0.0 0.664
H 2.462 0.224 -0.569 0.0 -0.1 0.0 0.081
H 1.209 -0.565 -1.412 0.0 0.0 0.0 0.242
H 1.385 -2.456 -2.418 0.0 -0.1 0.0 0.373
H 0.977 -4.106 -1.905 0.1 0.2 0.0 0.572
H -0.688 -1.629 -1.197 0.0 0.0 0.1 -0.434
H -0.990 -3.288 -0.672 0.0 0.0 0.1 0.331
H -0.847 -2.402 -3.587 0.1 0.0 -0.1 0.348
H -1.319 -4.000 -3.002 0.1 0.0 -0.1 0.336
H -3.297 -2.986 -1.863 -0.1 0.0 0.1 0.332
H -3.309 -2.595 -3.584 -0.1 0.0 -0.1 0.449
H -2.776 -1.387 -2.406 -0.1 0.1 0.0 0.005
H 2.682 -4.725 2.065 0.0 0.1 -0.1 0.281



76
Properties=species:S:1:pos:R:3:forces:R:3:mulliken_charge:R:1 method="wB97M-V/def2-TZVPD" relative_energy_kj_mol=58.64 orbital_gap_ha="0.153 / 0.159" molar_mass_da=650.66 homo_energy_ev="0.3839 / 0.2314" s_squared=0.769 multiplicity=2 charge=-2 e_lumo_ev="4.53 / 4.55"
V 0.903 -0.487 -0.456 1.9 0.8 -0.7 0.826
N 0.615 2.835 2.360 0.1 0.1 0.1 0.236
C 0.110 2.108 1.364 0.1 0.0 -0.2 -0.926
N 0.902 1.092 1.130 -0.4 -0.2 0.6 1.147
C 1.923 1.240 2.039 -0.4 -0.1 -0.1 0.035
N 1.773 2.291 2.828 0.1 0.1 0.0 -1.145
C 2.935 0.219 2.049 0.0 0.0 0.1 -0.043
C 3.984 0.181 2.944 -0.1 0.0 0.0 -0.371
N 4.874 -0.809 3.023 0.1 -0.1 0.0 -0.877
C 4.615 -1.817 2.114 0.1 0.0 0.1 -0.517
C 3.586 -1.794 1.218 0.0 0.2 0.0 -0.269
N 2.694 -0.771 1.108 0.3 -0.4 0.1 0.355
H 0.243 3.669 2.773 0.0 0.0 0.0 0.231
H -0.802 2.326 0.840 -0.1 0.0 0.0 0.255
H 4.094 1.005 3.644 0.0 0.0 0.0 0.424
H 5.287 -2.669 2.134 0.0 0.0 0.0 0.354
H 3.460 -2.632 0.544 0.0 0.0 0.0 0.067
C -0.817 -4.122 1.503 0.3 -0.3 -0.3 -1.116
C -0.230 -5.175 0.772 -0.4 0.2 0.4 -0.236
C 0.675 -4.885 -0.208 0.4 0.4 -0.3 -1.342
C 1.015 -3.536 -0.482 -1.4 0.0 0.9 1.099
N 0.397 -2.513 0.200 0.0 -0.4 -0.1 0.781
C -0.470 -2.832 1.164 0.2 0.0 0.4 -0.407
C 2.004 -3.129 -1.406 1.0 1.2 -1.2 -0.180
C 2.811 -3.980 -2.201 -0.5 0.0 0.4 -1.091
C 3.817 -3.455 -2.961 0.4 0.4 -0.2 -0.295
C 4.065 -2.065 -2.951 -0.2 -0.3 0.2 -1.080
C 3.246 -1.286 -2.163 -0.4 -0.1 0.4 -0.656
N 2.229 -1.774 -1.442 0.2 -1.0 -0.1 1.187
H -1.536 -4.301 2.290 0.0 0.0 0.0 0.398
H -0.485 -6.207 0.987 0.0 0.0 0.0 0.393
H 1.147 -5.679 -0.772 0.0 0.0 0.0 0.286
H -0.916 -1.993 1.682 0.0 0.0 0.0 0.633
H 2.640 -5.049 -2.194 0.0 0.0 0.0 0.346
H 4.433 -4.115 -3.562 0.0 0.0 0.0 0.398
H 4.867 -1.624 -3.526 0.0 0.0 0.0 0.410
H 3.270 -0.218 -2.028 0.6 0.2 -0.3 0.647
C -2.594 -0.162 3.715 0.0 0.0 0.0 -1.175
Si -3.402 0.670 2.213 0.0 -0.1 -0.2 0.475
C -5.246 0.213 2.361 0.0 0.0 0.1 -1.258
C -3.400 2.532 2.644 0.0 0.0 0.0 -1.060
As -2.315 -0.087 0.325 -0.6 0.3 0.2 0.103
Si -3.169 1.514 -1.096 0.0 -0.1 0.1 0.384
C -2.416 3.264 -0.998 0.0 0.0 0.0 -1.057
C -2.898 0.954 -2.877 0.0 0.0 0.0 -1.089
C -5.035 1.861 -0.945 0.0 0.0 -0.1 -1.181
H -3.089 0.126 4.649 0.0 0.0 0.0 0.342
H -1.536 0.105 3.788 0.0 0.0 0.0 0.260
H -2.650 -1.250 3.621 0.0 0.0 0.0 0.265
H -5.657 0.527 3.329 0.0 0.0 0.0 0.300
H -5.365 -0.869 2.267 0.0 0.0 0.0 0.292
H -5.835 0.677 1.568 0.0 0.0 0.0 0.280
H -3.903 2.675 3.607 0.0 0.0 0.0 0.436
H -3.933 3.119 1.893 0.0 0.0 0.0 0.264
H -2.389 2.936 2.731 0.0 0.0 0.0 0.133
H -1.339 3.250 -1.177 0.0 0.0 0.0 0.083
H -2.592 3.720 -0.019 0.0 0.0 0.0 0.399
H -2.873 3.911 -1.755 0.0 0.0 0.0 0.379
H -1.835 0.796 -3.064 0.0 0.0 0.0 0.192
H -3.283 1.693 -3.590 0.0 0.0 0.0 0.308
H -3.399 0.000 -3.052 0.0 0.0 0.0 0.308
H -5.279 2.324 0.014 0.0 0.0 0.0 0.265
H -5.611 0.937 -1.027 0.0 0.0 0.0 0.276
H -5.355 2.544 -1.740 0.0 0.0 0.0 0.319
O -0.027 -0.540 -1.722 -1.2 -0.7 -0.7 -0.443
C 3.377 2.230 -2.746 0.0 0.1 0.0 -1.609
C 1.979 1.635 -2.530 -0.4 -0.1 0.4 0.495
C 0.920 2.671 -2.918 0.0 0.0 -0.1 -1.121
O 1.802 1.244 -1.217 0.6 0.0 0.0 -0.370
H 3.508 2.582 -3.776 0.0 0.0 0.0 0.341
H 4.160 1.505 -2.523 0.0 0.0 0.0 0.381
H 3.513 3.075 -2.065 0.0 0.0 0.0 0.307
H 1.852 0.790 -3.234 0.0 -0.1 -0.1 0.236
H 0.998 3.545 -2.264 0.0 0.0 0.0 0.279
H -0.071 2.238 -2.790 0.0 0.0 0.0 -0.144
H 1.029 2.998 -3.959 0.0 0.0 0.0 0.447